1.
Here is a structure of composition C43H35N5O5P2PtSe2 from the Open Molecules 2025 dataset. Energies are from ωB97M-V/def2-TZVPD.

## Properties
frontier orbital gap: 7.034 eV
lowest unoccupied orbital energy: -0.441 eV
energy above the lowest of the compared OMol25 structures with the same formula, charge and spin: 44.8 kJ/mol
highest occupied orbital energy: -7.475 eV
multiplicity: 1
largest force on an atom: 1.786 eV/Å

Each line ends with the Löwdin charge.
CARTESIAN COORDINATES (ANGSTROEM)
Pt  3.5838  1.5474  -0.3869  1.225
C  3.0238  4.0020  -4.0438  -0.066
O  4.3729  4.4021  -4.2366  -0.073
C  5.3665  3.9604  -3.4167  -0.201
C  6.6334  4.3004  -3.8529  -0.003
C  7.7939  3.9529  -3.1655  -0.092
C  7.6758  3.2303  -2.0070  -0.060
C  6.4019  2.8756  -1.5288  -0.145
C  6.3827  2.1052  -0.3227  -0.048
N  5.3608  1.6345  0.3026  -0.183
N  5.6132  0.9162  1.4752  0.085
C  4.5250  0.3220  1.8682  -0.455
O  3.3721  0.4345  1.2709  -0.235
C  4.5650  -0.5157  3.0893  -0.147
C  3.3862  -1.0765  3.5679  -0.035
C  3.4119  -1.8880  4.6918  -0.076
C  4.6111  -2.1332  5.3452  -0.090
C  5.7867  -1.5602  4.8766  -0.084
C  5.7671  -0.7541  3.7507  -0.031
C  5.2039  3.2509  -2.1942  -0.255
O  4.0176  3.0329  -1.6748  -0.239
H  2.4917  4.3580  -4.9241  0.093
H  2.6029  4.4549  -3.1494  0.081
H  2.9332  2.9201  -3.9692  0.085
H  6.6887  4.8589  -4.7790  0.121
H  8.7608  4.2457  -3.5497  0.101
H  8.5480  2.9313  -1.4397  0.108
H  7.3291  1.8556  0.1466  0.137
H  2.4606  -0.8745  3.0502  0.085
H  2.4925  -2.3322  5.0516  0.102
H  4.6326  -2.7716  6.2195  0.099
H  6.7219  -1.7448  5.3895  0.100
H  6.6757  -0.3055  3.3736  0.106
Se  -3.6834  2.7398  1.1924  0.308
P  -3.5139  0.9652  0.0837  0.536
C  -3.9484  1.0728  -1.6730  -0.363
C  -3.5604  0.0676  -2.5591  -0.092
C  -3.9105  0.1508  -3.8957  -0.068
C  -4.6404  1.2420  -4.3537  -0.074
C  -5.0157  2.2465  -3.4758  -0.069
C  -4.6704  2.1649  -2.1330  -0.089
C  -4.5574  -0.3463  0.7679  -0.353
C  -5.4630  -1.0484  -0.0247  -0.103
C  -6.3331  -1.9605  0.5554  -0.075
C  -6.3046  -2.1735  1.9253  -0.060
C  -5.4223  -1.4555  2.7218  -0.072
C  -4.5633  -0.5335  2.1496  -0.112
C  -1.7359  0.4810  -0.0636  -0.325
C  -0.8003  -0.6082  0.0009  -0.322
N  0.3671  -0.1609  -0.4336  0.146
N  0.1419  1.0936  -0.7669  -0.079
N  -1.0946  1.5155  -0.5778  0.107
P  -0.7843  -2.3483  0.6063  0.504
Se  1.1395  -3.0763  0.9325  0.361
C  -1.7863  -2.2893  2.1063  -0.361
C  -2.5713  -3.3786  2.4729  -0.076
C  -3.1707  -3.4078  3.7222  -0.081
C  -2.9804  -2.3586  4.6107  -0.091
C  -2.1904  -1.2750  4.2509  -0.078
C  -1.5902  -1.2411  3.0025  -0.097
C  -1.7172  -3.2646  -0.6494  -0.347
C  -1.0352  -4.0845  -1.5424  -0.093
C  -1.7379  -4.7611  -2.5288  -0.068
C  -3.1165  -4.6298  -2.6212  -0.074
C  -3.8009  -3.8246  -1.7201  -0.070
C  -3.1003  -3.1462  -0.7358  -0.109
H  -2.9811  -0.7820  -2.2116  0.098
H  -3.6083  -0.6309  -4.5804  0.108
H  -4.9089  1.3098  -5.4000  0.106
H  -5.5728  3.1018  -3.8350  0.107
H  -4.9488  2.9470  -1.4374  0.069
H  -5.4997  -0.8850  -1.0932  0.104
H  -7.0390  -2.4971  -0.0655  0.108
H  -6.9839  -2.8855  2.3763  0.108
H  -5.4128  -1.6013  3.7936  0.105
H  -3.9089  0.0616  2.7726  0.080
H  -2.7060  -4.2077  1.7895  0.114
H  -3.7795  -4.2566  4.0055  0.112
H  -3.4449  -2.3873  5.5882  0.111
H  -2.0349  -0.4590  4.9445  0.115
H  -0.9558  -0.4037  2.7347  0.116
H  0.0394  -4.1839  -1.4527  0.063
H  -1.2060  -5.3983  -3.2231  0.107
H  -3.6596  -5.1624  -3.3915  0.105
H  -4.8782  -3.7302  -1.7763  0.104
H  -3.6342  -2.5395  -0.0187  0.074
C  0.3536  3.8967  -0.3493  0.006
O  0.8130  3.1763  -1.5276  0.005
C  1.1081  1.9075  -1.4786  -0.503
O  2.0076  1.3662  -2.0854  0.042
H  0.6483  4.9247  -0.5318  0.101
H  0.8741  3.5140  0.5275  0.101
H  -0.7229  3.8025  -0.2496  0.061


2.
Here is an isolated molecule of C2H2N2O3 from the Open Molecules 2025 dataset. Energies are from ωB97M-V/def2-TZVPD.

## Properties
frontier orbital gap: 9.856 eV
lowest unoccupied orbital energy: 0.434 eV
energy above the lowest of the compared OMol25 structures with the same formula, charge and spin: 398.1 kJ/mol
highest occupied orbital energy: -9.423 eV
multiplicity: 1
largest force on an atom: 4.187 eV/Å

Each line ends with the Löwdin charge.
CARTESIAN COORDINATES (ANGSTROEM)
O  -2.4041  0.7200  -0.0762  -0.055
N  -1.2866  1.0069  -0.7821  0.035
C  -0.2348  0.3865  -0.5172  -0.360
O  0.0523  -0.4906  0.5910  0.081
C  1.3365  -0.8318  0.4282  -0.174
N  1.9622  -0.2438  -0.5121  0.148
O  0.9161  0.4382  -1.2226  0.031
H  -2.0960  0.4111  0.8911  0.164
H  1.7543  -1.3964  1.1998  0.130


3.
Here is a structure of composition C22H20F6O19S4V from the Open Molecules 2025 dataset. Energies are from ωB97M-V/def2-TZVPD.

## Properties
frontier orbital gap (spin up / spin down): 2.438 / 2.439 eV
<S²>: 0.88
lowest unoccupied orbital energy (spin up / spin down): 6.131 / 6.131 eV
energy above the lowest of the compared OMol25 structures with the same formula, charge and spin: 420.1 kJ/mol
net charge: -4
highest occupied orbital energy (spin up / spin down): 3.694 / 3.692 eV
multiplicity: 2
largest force on an atom: 6.586 eV/Å

Each line ends with the Löwdin charge.
CARTESIAN COORDINATES (ANGSTROEM)
O  -13.4295  -13.7835  22.3887  -0.311
V  -12.5784  -12.3284  22.4242  1.139
C  -8.7785  -8.6279  24.1065  -0.049
C  -9.5638  -8.1013  25.2090  -0.365
C  -11.1484  -8.1913  25.0561  -0.341
O  -11.8960  -7.5980  25.7810  0.012
C  -11.6199  -8.9224  23.8233  -0.005
C  -10.7843  -9.5381  23.0042  -0.325
C  -9.2938  -9.3324  23.0896  -0.386
O  -8.4336  -9.8937  22.2832  -0.075
O  -11.3847  -10.4448  22.2456  -0.188
O  -9.1573  -7.5083  26.2246  -0.090
H  -7.7011  -8.6283  24.1809  0.093
H  -12.6896  -9.0668  23.7868  0.087
C  -11.0999  -15.1115  25.2079  -0.023
C  -10.5808  -13.9745  24.7742  -0.336
C  -9.0698  -13.7000  24.6608  -0.382
O  -8.4323  -12.6020  24.4082  -0.053
C  -8.2188  -14.6859  24.9601  -0.073
C  -8.6144  -15.9953  25.4975  -0.368
C  -10.2535  -16.2607  25.6070  -0.340
O  -10.6044  -17.3369  26.0359  -0.033
O  -7.8346  -16.8323  25.9470  -0.093
O  -11.4846  -13.1270  24.3433  -0.153
H  -12.1734  -15.1710  25.3099  0.100
H  -7.1534  -14.5110  24.9851  0.088
C  -15.5280  -10.6933  25.8609  -0.668
F  -16.7204  -11.0430  26.3925  0.099
F  -15.1709  -9.5163  26.1504  0.198
F  -14.5709  -11.4670  26.3755  0.134
S  -15.5098  -11.0092  23.8913  0.572
O  -14.1785  -11.5526  23.5705  -0.385
O  -16.4817  -12.0576  23.7274  -0.331
O  -15.8647  -9.6915  23.2815  -0.353
C  -9.4751  -15.1487  20.5188  -0.533
F  -8.4333  -15.5358  19.7631  0.096
F  -10.6236  -15.7562  20.1049  0.061
F  -9.2516  -15.5886  21.8120  0.107
S  -9.8062  -13.2001  20.3744  0.559
O  -11.0878  -13.0272  21.1117  -0.403
O  -8.7612  -12.5847  21.1867  -0.277
O  -9.7768  -12.8221  18.9712  -0.335
C  -17.7401  -11.4002  20.0431  -0.202
C  -17.1437  -9.9970  20.2619  -0.205
C  -15.6893  -9.8517  19.6608  -0.173
S  -15.0197  -11.5616  19.4728  0.716
O  -13.8729  -11.7774  20.3425  -0.324
O  -15.0404  -11.8333  18.0605  -0.336
C  -16.5068  -12.2996  20.2152  -0.207
H  -18.3383  -11.6712  19.1731  0.097
H  -18.4006  -11.5701  20.8934  0.106
H  -17.1328  -9.7263  21.3177  0.081
H  -17.8548  -9.2475  19.9144  0.094
H  -15.0407  -9.2882  20.3314  0.101
H  -15.6746  -9.3847  18.6760  0.081
H  -16.3638  -12.3410  21.2949  0.090
H  -16.4806  -13.2666  19.7130  0.087
C  -13.1863  -14.3636  16.6214  -0.195
C  -14.4550  -15.2914  16.5306  -0.222
C  -14.9282  -15.6113  17.9369  -0.266
S  -13.4306  -15.8156  18.8363  0.677
O  -13.2492  -17.2434  19.0278  -0.331
O  -13.6948  -14.9404  19.9425  -0.304
C  -12.2769  -15.0570  17.6200  -0.192
H  -13.3727  -13.3452  16.9622  0.094
H  -12.7156  -14.1683  15.6579  0.104
H  -14.1311  -16.2698  16.1759  0.097
H  -15.3155  -15.0003  15.9282  0.101
H  -15.6358  -16.4229  18.1065  0.107
H  -15.4177  -14.6852  18.2382  0.074
H  -11.8853  -15.9491  17.1312  0.095
H  -11.4155  -14.5439  18.0476  0.085


4.
Here is a structure of composition C2H5CdF14NO5P2S2 from the Open Molecules 2025 dataset. Energies are from ωB97M-V/def2-TZVPD.

## Properties
frontier orbital gap (spin up / spin down): 9.671 / 6.333 eV
<S²>: 0.75
lowest unoccupied orbital energy (spin up / spin down): 1.290 / -2.045 eV
energy above the lowest of the compared OMol25 structures with the same formula, charge and spin: 132.0 kJ/mol
net charge: -1
highest occupied orbital energy (spin up / spin down): -8.381 / -8.378 eV
multiplicity: 2
largest force on an atom: 12.215 eV/Å

Each line ends with the Löwdin charge.
CARTESIAN COORDINATES (ANGSTROEM)
Cd  0.0559  -0.5418  -0.1266  1.487
C  -3.0540  1.4384  1.5545  -0.080
C  -3.0656  0.1889  0.7193  -0.280
O  -1.9076  -0.5475  0.3832  -0.070
H  -2.3835  2.1997  1.1556  0.084
H  -2.8342  1.3298  2.6165  0.082
H  -4.0340  1.8847  1.7234  0.082
H  -3.6896  0.4988  -0.1190  0.147
H  -3.7422  -0.5003  1.2245  0.137
N  0.9311  0.7980  1.0457  -0.411
S  1.3180  2.2123  1.1117  0.363
O  2.7620  2.3794  0.9358  -0.259
O  0.6219  3.1574  1.9538  -0.261
F  0.8139  2.5588  -0.3520  -0.188
S  1.5884  0.5103  2.6218  0.668
O  0.9142  0.9321  3.8710  -0.258
O  3.0112  0.1826  2.6022  -0.243
F  1.1453  -1.0685  2.4837  -0.261
P  1.6284  -3.0475  -0.5261  0.167
F  1.3616  -4.5051  -1.2112  -0.147
F  0.9788  -3.4189  0.9363  -0.160
F  3.1373  -3.5029  0.0115  -0.161
F  1.8829  -1.4958  -0.1427  -0.246
F  2.2036  -2.5556  -1.9205  -0.128
F  0.1973  -2.5507  -0.9552  -0.202
P  0.0748  0.5045  -3.1535  0.323
F  0.8797  -0.5115  -4.1713  -0.140
F  -1.2130  0.6272  -4.2160  -0.188
F  -0.7752  -0.7043  -2.3870  -0.252
F  -0.7986  1.4053  -2.1028  -0.221
F  1.1456  0.2905  -1.8870  -0.243
F  0.8456  1.8517  -3.6797  -0.142